{"formula": "C8H13CdNP", "method": "the ωB97M-V functional and the def2-TZVPD basis", "elements": ["C", "C", "C", "C", "C", "Cd", "P", "H", "H", "H", "H", "H", "H", "H", "H", "C", "C", "C", "N", "H", "H", "H", "H", "H"], "coordinates": [[0.2905, -0.3637, -3.8012], [-0.9072, -1.1323, -3.9138], [-0.7304, -2.3166, -3.1356], [0.5995, -2.3357, -2.6225], [1.2231, -1.1014, -2.9870], [1.0777, 1.3343, -0.1717], [-0.4298, 3.2460, -0.6627], [0.4691, 0.6247, -4.2158], [-1.8049, -0.8575, -4.4619], [-1.4800, -3.0917, -2.9859], [2.2110, -0.7605, -2.6776], [1.0489, -3.1364, -2.0346], [-1.6901, 3.0889, -0.0078], [-0.7521, 3.3015, -2.0642], [-0.1453, 4.6189, -0.4295], [0.4223, 0.1836, 4.9400], [-0.3757, -0.4980, 3.8052], [0.2536, -0.2932, 2.5198], [0.7163, 0.0598, 1.5145], [1.4650, -0.1443, 4.9531], [-0.0041, -0.0390, 5.9179], [0.4041, 1.2714, 4.8152], [-0.4676, -1.5845, 3.9659], [-1.3940, -0.0742, 3.7403]], "forces_ev_per_angstrom": [[0.1, -0.9, 0.6], [0.8, -0.1, 0.8], [0.5, 0.2, -0.5], [-0.4, 0.9, -0.2], [-0.9, -0.1, -0.4], [3.1, -0.1, -1.8], [-1.3, 1.1, -0.6], [0.0, -0.1, 0.0], [0.1, 0.0, 0.1], [0.1, 0.0, -0.1], [-0.2, -0.1, -0.2], [-0.1, 0.2, -0.1], [-0.4, 0.5, -0.4], [-0.2, 0.1, 0.7], [-0.3, 0.0, 0.0], [0.0, 0.1, -0.1], [-0.2, -0.3, 0.8], [0.6, 1.0, -1.6], [-1.3, -2.5, 3.1], [-0.1, 0.0, -0.1], [-0.1, -0.1, -0.1], [0.1, -0.2, -0.1], [0.0, 0.4, 0.0], [0.4, -0.2, 0.0]], "mulliken_charge": [-0.6049, -0.5838, -0.4119, -0.6186, -0.7082, -0.2581, -0.4043, 0.4403, 0.3752, 0.3777, 0.4364, 0.3435, 0.0795, 0.1191, 0.1364, -1.0573, -0.1127, -0.2492, 0.2768, 0.3242, 0.3096, 0.3052, 0.2460, 0.2391], "homo_lumo_gap_ev": [3.84, 3.85], "de_lowest_kcal_mol": 0.0, "charge": -1}


{"formula": "C8H13Cl10NO3", "method": "the ωB97M-V functional and the def2-TZVPD basis", "elements": ["C", "C", "Cl", "C", "Cl", "O", "C", "O", "O", "N", "H", "H", "H", "H", "H", "Cl", "C", "Cl", "H", "H", "Cl", "C", "Cl", "H", "H", "Cl", "C", "Cl", "H", "H", "Cl", "C", "Cl", "H", "H"], "coordinates": [[3.2377, -2.9125, -0.7055], [2.8173, -1.4673, -0.7745], [3.9015, -0.3167, -0.0861], [1.6878, -1.0482, -1.3396], [1.2476, 0.5950, -1.5271], [0.8226, -1.9381, -1.9543], [0.1712, -2.8776, -1.2056], [0.3800, -4.0397, -1.2979], [-0.7848, -2.4289, -0.3773], [-1.0752, -1.0337, -0.4392], [4.2653, -2.9749, -0.3485], [3.1709, -3.3754, -1.6935], [2.6033, -3.4870, -0.0265], [-1.4890, -0.8830, 0.4769], [-1.8164, -0.9447, -1.1323], [-1.5732, 1.3036, -3.8736], [-1.8358, 2.8828, -3.1209], [-0.3474, 3.6176, -2.5196], [-2.2660, 3.5448, -3.8627], [-2.5060, 2.7523, -2.2794], [-4.7135, -4.4760, 0.7988], [-3.1578, -3.8617, 1.3627], [-3.2778, -2.1879, 1.9445], [-2.8213, -4.4764, 2.1883], [-2.4521, -3.8823, 0.5417], [-0.7338, 3.8113, 1.2116], [-1.9462, 5.0886, 1.1141], [-2.8743, 5.0437, -0.3961], [-2.6425, 4.9651, 1.9345], [-1.4434, 6.0464, 1.1692], [4.2323, 0.5510, 3.3705], [3.0701, 1.8872, 3.3548], [2.1612, 1.9740, 1.8440], [2.3705, 1.7351, 4.1678], [3.6171, 2.8136, 3.4808]], "forces_ev_per_angstrom": [[0.0, 0.1, 0.0], [0.0, -0.2, 0.0], [0.1, -0.1, -0.1], [-0.1, 0.1, 0.1], [0.1, 0.1, -0.2], [0.1, -0.1, -0.1], [0.2, 0.4, 0.1], [0.0, -0.4, -0.1], [-0.2, -0.3, 0.0], [0.1, 0.2, 0.1], [-0.1, 0.0, -0.1], [0.0, 0.0, 0.1], [0.1, 0.1, 0.0], [0.0, 0.0, -0.1], [0.0, 0.0, 0.1], [0.0, 0.0, 0.0], [-0.1, 0.1, 0.1], [0.1, -0.1, -0.1], [0.0, 0.0, 0.0], [0.0, 0.0, 0.0], [0.0, 0.0, 0.0], [0.0, -0.1, 0.0], [0.0, 0.0, 0.1], [0.0, 0.0, 0.0], [0.0, 0.0, 0.0], [0.0, 0.0, 0.0], [0.0, 0.0, 0.0], [-0.1, 0.0, 0.1], [0.0, 0.0, 0.0], [0.0, 0.0, 0.0], [0.0, 0.0, 0.0], [0.0, 0.0, 0.1], [0.0, 0.0, 0.0], [0.0, 0.0, 0.0], [0.0, 0.0, 0.0]], "mulliken_charge": [-1.1918, 0.7352, -0.1837, -0.0642, -0.0096, -0.3448, 0.5475, -0.4946, -0.0727, -0.2848, 0.3862, 0.3124, 0.2766, 0.1794, 0.1974, -0.1521, -0.2332, -0.1217, 0.3373, 0.1659, -0.1628, 0.0924, -0.1883, 0.2952, -0.0419, -0.0663, -0.3407, -0.1489, 0.2919, 0.2764, -0.1535, -0.3386, -0.0628, 0.2735, 0.2897], "homo_lumo_gap_ev": 9.23, "de_lowest_kcal_mol": 0.0}


{"formula": "C8H13ClN2", "method": "the ωB97M-V functional and the def2-TZVPD basis", "elements": ["C", "C", "C", "N", "C", "Cl", "C", "C", "C", "C", "N", "H", "H", "H", "H", "H", "H", "H", "H", "H", "H", "H", "H", "H"], "coordinates": [[-3.7124, -0.5438, -1.0137], [-2.2282, -0.7328, -1.4076], [-1.2263, -0.2021, -0.3870], [0.0569, 0.1893, -0.7727], [1.4028, -0.6029, 0.0728], [1.2860, -2.3322, -0.4833], [1.2365, -0.3707, 1.5200], [1.9271, 0.5786, 2.1387], [2.6600, 1.5505, 1.2576], [3.1093, 0.8704, -0.0111], [2.5540, -0.0929, -0.5346], [-4.0306, -1.2377, -0.2090], [-3.8023, 0.4551, -0.6981], [-4.2370, -0.6728, -1.9303], [-2.1065, -0.1802, -2.2939], [-2.0162, -1.8582, -1.6120], [-1.6322, 0.7985, 0.0410], [-1.2547, -0.8259, 0.5364], [-0.0330, 0.1185, -1.7605], [0.6415, -1.2003, 2.1338], [1.8588, 0.6583, 3.3316], [2.0240, 2.2643, 0.7924], [3.5018, 2.0666, 1.6067], [4.0208, 1.3026, -0.3170]], "forces_ev_per_angstrom": [[1.7, -1.4, 0.4], [0.3, -2.5, 1.1], [-2.9, 1.5, 3.7], [3.6, -0.6, 1.7], [-3.6, 0.7, -3.5], [-0.1, 0.2, 0.9], [-1.2, -2.9, 2.0], [-0.6, 0.6, 2.2], [-0.4, -1.6, -0.7], [0.3, 1.2, 2.5], [-0.1, -1.3, -1.7], [0.0, 0.4, -0.6], [-0.5, 1.3, 0.6], [-1.0, -0.3, -0.4], [0.4, 0.6, -1.5], [-0.2, 1.9, 0.1], [-0.4, -1.4, -0.5], [0.2, 0.0, -0.6], [1.9, -0.5, -1.2], [1.3, 2.0, -1.5], [0.3, 0.0, -3.0], [-1.1, 1.1, 0.2], [1.0, 0.7, 1.2], [1.0, 0.1, -1.4]], "mulliken_charge": [-1.2656, -0.2637, -0.4401, -0.3373, 0.8319, -0.1955, -0.2798, -0.4202, -0.7714, -0.1671, -0.5436, 0.3052, 0.3621, 0.3701, 0.4012, 0.1798, 0.1614, 0.1505, 0.2133, 0.2403, 0.2678, 0.2925, 0.4704, 0.4379], "homo_lumo_gap_ev": 8.98, "de_lowest_kcal_mol": 54.6}


{"formula": "C8H13ClN3O", "method": "the ωB97M-V functional and the def2-TZVPD basis", "elements": ["Cl", "C", "C", "C", "O", "C", "C", "N", "C", "N", "C", "C", "N", "H", "H", "H", "H", "H", "H", "H", "H", "H", "H", "H", "H", "H"], "coordinates": [[1.7839, 2.1737, -0.1478], [1.3621, 0.4607, 0.1655], [-0.3723, 0.6211, 0.8005], [-0.8584, -0.8521, 0.7238], [-2.2106, -1.0002, 0.4573], [-2.7554, -0.1942, -0.6053], [-2.4853, 1.2869, -0.1818], [-1.0815, 1.4908, -0.1289], [2.2704, -0.2488, 1.1639], [2.9716, -1.4396, 0.6562], [2.8724, -1.7032, -0.5904], [1.9827, -0.9745, -1.5000], [1.1356, -0.0800, -1.1745], [-0.4012, 1.0846, 1.8845], [-0.2440, -1.4214, 0.0025], [-0.6970, -1.4289, 1.6612], [-3.7771, -0.4397, -0.6846], [-2.2784, -0.3754, -1.5296], [-2.9583, 2.0337, -0.8631], [-2.7347, 1.3106, 0.8275], [-0.8198, 1.3863, -1.0730], [-0.9209, 2.4847, 0.1760], [3.0158, 0.4716, 1.5898], [1.7064, -0.6432, 2.0441], [3.3610, -2.6179, -1.0614], [2.1331, -1.3859, -2.6122]], "forces_ev_per_angstrom": [[0.5, 0.0, 0.3], [-4.0, 1.1, 0.6], [3.6, -1.7, 1.4], [0.7, -0.5, 0.4], [-1.4, 0.1, -0.6], [1.7, 1.1, 2.1], [-2.7, -1.6, -1.4], [1.1, 2.3, 0.9], [0.2, -0.5, 0.6], [0.2, 0.2, -0.9], [0.5, -0.8, 0.8], [0.4, -1.0, -2.9], [1.1, -0.1, 0.3], [0.1, -0.9, -2.3], [-0.4, 0.4, -0.1], [0.0, 0.9, -0.2], [-1.2, 0.0, 0.1], [0.7, -0.5, -1.3], [0.3, -0.5, 0.8], [-1.6, 0.6, 1.6], [1.8, -0.2, -1.6], [0.3, -1.0, -0.7], [-0.5, -0.7, -0.5], [0.2, 0.5, -0.6], [-0.4, 1.2, 1.0], [-1.1, 1.2, 2.3]], "mulliken_charge": [-0.1539, 0.8773, -0.4502, -0.3640, -0.4009, -0.5789, -0.6414, -0.0826, -0.7314, -0.4891, 0.0050, -0.0248, -0.5078, 0.2293, 0.2805, 0.3090, 0.3966, 0.3863, 0.3968, 0.4147, 0.3750, 0.4062, 0.3814, 0.3426, 0.3439, 0.2803], "homo_lumo_gap_ev": 9.37, "de_lowest_kcal_mol": 0.0, "charge": 1}


{"formula": "C8H13ClN3O5S", "method": "the ωB97M-V functional and the def2-TZVPD basis", "elements": ["O", "N", "O", "C", "C", "N", "N", "C", "C", "C", "Cl", "H", "H", "H", "H", "H", "O", "S", "O", "O", "C", "C", "C", "H", "H", "H", "H", "H", "H", "H", "H"], "coordinates": [[1.0902, -1.0195, 0.0678], [0.4535, -0.9205, -0.9052], [-0.9235, -0.9382, -0.6257], [-1.5058, -1.9608, -1.4699], [-0.8408, -3.3186, -1.0631], [0.0752, -3.7506, -1.9013], [0.6088, -4.8687, -1.4513], [0.3377, -5.5337, -0.3454], [-0.6723, -5.1322, 0.5643], [-1.3039, -3.9200, 0.1595], [-2.5657, -3.1792, 1.0837], [-2.5975, -1.9908, -1.3230], [-1.2528, -1.6959, -2.5183], [1.3357, -5.2577, -2.0590], [0.9188, -6.4415, -0.1182], [-0.9212, -5.6753, 1.4816], [-1.3722, 4.4711, 0.1928], [-0.5811, 3.3420, 0.5729], [-0.6020, 2.8270, 1.9081], [0.9366, 3.5995, 0.1385], [1.5843, 4.7964, 0.6049], [1.9735, 4.6996, 2.0676], [-0.9019, 2.0102, -0.5418], [0.9508, 5.6669, 0.4215], [2.4813, 4.9178, -0.0011], [1.0932, 4.6530, 2.7086], [2.5608, 5.5693, 2.3650], [2.5569, 3.7961, 2.2515], [-0.8493, 2.3839, -1.5624], [-1.8997, 1.6327, -0.3291], [-0.1675, 1.2376, -0.3737]], "forces_ev_per_angstrom": [[-0.4, 0.4, -0.3], [1.4, -0.3, -0.1], [-1.5, -1.1, 0.6], [1.0, 0.0, -0.5], [-2.2, 2.4, -0.5], [-0.8, -0.6, 1.7], [1.4, -1.1, -0.7], [-0.7, -0.8, 1.7], [-0.2, 1.9, -1.5], [0.8, -1.4, 0.5], [1.0, -0.6, -0.6], [0.6, 0.2, 0.0], [-0.2, -0.5, 0.5], [-0.2, 0.2, 0.1], [-0.2, 0.6, -0.5], [0.2, 0.2, -0.5], [0.0, 0.0, 0.3], [0.5, -0.1, -0.4], [-0.2, 0.2, 0.0], [-0.4, -0.3, -0.2], [0.4, 0.7, 0.5], [-0.2, -0.1, 0.2], [0.0, 0.3, -0.1], [-0.1, -0.2, 0.0], [-0.1, -0.3, -0.2], [0.0, 0.0, 0.0], [0.0, 0.0, -0.1], [0.1, 0.1, 0.0], [0.0, 0.0, 0.0], [0.0, 0.1, 0.1], [0.1, 0.2, 0.1]], "mulliken_charge": [-0.2479, 0.0705, -0.0597, -0.8621, 0.5032, -0.5878, 0.2313, -0.0785, -0.5237, 0.5220, -0.0546, 0.4920, 0.3616, 0.2894, 0.4349, 0.4176, -0.6378, 1.2021, -0.5971, -0.2657, -0.3525, -0.9977, -0.7117, 0.3475, 0.2645, 0.3064, 0.3883, 0.2635, 0.3822, 0.3846, 0.1152], "homo_lumo_gap_ev": 6.73, "charge": 1}


{"formula": "C8H13CrN3O5", "method": "the ωB97M-V functional and the def2-TZVPD basis", "elements": ["Cr", "O", "C", "O", "C", "O", "N", "C", "C", "H", "H", "H", "H", "C", "C", "H", "H", "H", "C", "O", "C", "O", "N", "N", "H", "H", "H", "H", "H", "H"], "coordinates": [[-0.0055, 1.7135, 0.9116], [-1.3643, -1.4937, -0.2704], [-0.9792, -2.4988, -0.8549], [1.0354, -0.2242, -1.7414], [1.1067, -1.3906, -2.0274], [2.0994, -1.8708, -2.8771], [0.2519, -2.4886, -1.6682], [1.8656, -3.2812, -3.1771], [0.7471, -3.7583, -2.2459], [2.7993, -3.8385, -3.0184], [1.5127, -3.3880, -4.2151], [1.1832, -4.4191, -1.4223], [-0.0753, -4.2270, -2.8519], [-1.7731, -3.7618, -0.7112], [-2.6624, -3.8562, 0.4165], [-1.5098, -4.5013, -1.6057], [-2.9194, -3.1246, 1.3472], [-3.2011, -4.8492, 0.4361], [1.3992, 5.9429, 1.3942], [0.4754, 5.3670, 2.3557], [0.2293, 4.1183, 2.0900], [0.7910, 3.4444, 1.1817], [-0.7202, 3.6192, 2.8784], [-1.0663, 2.2728, 2.5948], [1.5583, 6.9828, 1.6700], [0.9105, 5.8917, 0.4014], [2.3485, 5.3791, 1.4744], [-1.1244, 4.2178, 3.5858], [-0.8243, 1.7522, 3.4481], [-2.0883, 2.2703, 2.5013]], "forces_ev_per_angstrom": [[0.5, -1.0, -1.4], [0.9, 0.3, -0.3], [0.8, 1.2, 0.1], [-0.3, 0.0, 0.8], [0.2, -1.7, -1.1], [-1.8, -0.1, 1.3], [-1.0, 0.0, 0.6], [-0.1, 0.0, -0.3], [0.1, -0.2, 0.6], [-0.3, 0.4, -0.2], [0.5, 0.3, 0.3], [-1.0, 0.6, -1.2], [1.0, 0.1, 0.8], [-0.7, -0.1, 1.3], [1.3, -0.8, -2.0], [-1.5, 1.0, 2.7], [1.2, -1.6, -2.9], [0.5, 1.3, 0.2], [0.8, 0.5, -0.7], [0.1, -1.2, -0.6], [0.0, 2.0, 0.7], [-0.4, -0.4, 0.1], [0.6, -0.4, -0.8], [-0.8, 0.5, 1.5], [-0.2, -0.2, 0.2], [0.6, 0.0, 0.5], [-0.5, 0.5, -0.4], [-0.4, -0.4, 0.3], [-0.3, -0.3, -0.3], [0.1, -0.4, 0.0]], "mulliken_charge": [1.6057, -0.5656, 0.7695, -0.5391, 0.4579, -0.3228, 0.1780, -0.4298, -0.5477, 0.3245, 0.2700, 0.2878, 0.3734, -0.2943, -0.6313, 0.2007, 0.2099, 0.2895, -0.6238, -0.3286, 0.9283, -0.7977, -0.0119, -0.6341, 0.2406, 0.3247, 0.3113, 0.2591, 0.3492, 0.3468], "spin_multiplicity": 5, "homo_lumo_gap_ev": [5.57, 6.35], "de_lowest_kcal_mol": 120.6, "s_squared": 6.012, "charge": 2}